1.
{
  "formula": "C4H5FNO2",
  "method": "wB97M-V/def2-TZVPD",
  "symbols": ["C", "C", "C", "C", "N", "O", "O", "F", "H", "H", "H", "H", "H"],
  "coordinates": [[0.429, -0.123, -0.624], [1.159, 2.604, -0.968], [-0.116, -0.143, 0.788], [-0.205, 0.791, -1.487], [1.473, -0.859, -0.844], [1.972, 2.599, -1.814], [0.640, 3.048, -0.006], [0.005, 0.651, -2.865], [-1.152, -0.480, 0.791], [-0.076, 0.856, 1.219], [0.485, -0.822, 1.389], [-1.212, 1.148, -1.312], [1.799, -0.771, -1.807]],
  "forces_ev_per_a": [[0.17, -0.05, 0.06], [-0.87, -0.80, -0.14], [0.01, 0.02, -0.05], [0.40, 1.07, -0.25], [0.30, -0.50, -0.10], [0.53, -0.14, -0.64], [-0.26, 0.51, 0.85], [0.16, -0.27, 0.05], [-0.11, 0.00, 0.06], [-0.06, 0.10, 0.07], [0.03, 0.01, -0.03], [-0.05, -0.11, 0.11], [-0.24, 0.16, 0.01]],
  "e_tot_ev": -12532.20243,
  "e_above_lowest_ev": 0.418,
  "homo_energy_ha": -0.0984,
  "homo_lumo_gap_ev": 6.75,
  "lumo_ha": 0.149,
  "charge": -1
}

---

2.
{
  "formula": "C12H17NO2",
  "method": "wB97M-V/def2-TZVPD",
  "symbols": ["C", "C", "C", "C", "C", "C", "C", "C", "C", "C", "C", "C", "H", "H", "H", "H", "H", "H", "H", "H", "H", "H", "H", "H", "H", "H", "H", "H", "H", "N", "O", "O"],
  "coordinates": [[-3.057, 1.316, -1.007], [-0.831, 0.533, -0.637], [-0.965, -0.455, -1.512], [0.127, -1.372, -1.444], [0.482, -2.359, -2.469], [1.937, -2.708, -2.115], [1.188, -1.140, -0.546], [1.366, 0.282, 0.060], [0.248, 0.847, 0.304], [0.114, 2.102, 1.167], [-0.125, 1.581, 2.598], [-1.233, 0.444, 2.855], [-3.482, 0.286, -0.809], [-3.686, 2.018, -0.482], [-3.185, 1.308, -2.100], [-1.657, -0.439, -2.366], [0.633, -1.843, -3.532], [-0.215, -3.346, -2.607], [2.410, -2.380, -3.121], [2.107, -3.648, -1.861], [2.301, 0.562, 0.637], [-0.821, 2.706, 1.122], [1.079, 2.633, 1.263], [-0.358, 2.502, 3.322], [-2.263, 0.501, 2.543], [-1.346, 0.159, 3.827], [-0.473, -0.460, 2.338], [1.016, 0.670, 4.006], [1.788, 1.684, 3.151], [1.005, 0.997, 3.131], [-1.771, 1.462, -0.489], [2.222, -2.001, -0.859]],
  "forces_ev_per_a": [[-1.00, -2.30, -0.15], [-0.76, 1.69, 2.30], [1.54, -1.78, -1.03], [-0.05, 1.46, 1.31], [-0.52, -1.94, -2.68], [-1.11, 4.36, -1.41], [0.01, 2.30, -2.76], [4.98, -6.66, 0.70], [-4.58, 3.78, -1.87], [-0.93, -1.31, 1.89], [-3.47, 1.58, 3.26], [3.86, -1.06, -4.40], [0.55, 0.71, 0.42], [-0.12, 0.39, -0.28], [0.52, 0.92, 0.09], [0.13, -0.16, 0.77], [-1.40, -0.99, 2.14], [1.45, 2.46, 0.41], [0.88, -0.37, 2.46], [0.85, -4.29, 0.50], [-1.08, -0.58, -1.01], [1.23, -0.06, -1.31], [-0.65, 0.19, -0.56], [-0.25, -1.18, -1.76], [-0.04, 0.32, -1.18], [0.46, -0.36, 3.05], [-3.10, 1.84, 1.21], [-0.89, -1.74, 4.03], [-0.63, -0.70, -0.34], [4.82, 1.36, -3.30], [-1.68, 1.72, -0.13], [1.00, 0.39, -0.37]],
  "e_tot_ev": -18299.18352,
  "e_above_lowest_ev": 5.513,
  "homo_energy_ha": -0.2650,
  "smiles": "COc1cc2c(cc1C[C@@H](C)N)OCC2",
  "homo_lumo_gap_ev": 8.06,
  "lumo_ha": 0.031,
  "charge": 0
}

---

3.
{
  "formula": "C37H36N9O4SW",
  "method": "wB97M-V/def2-TZVPD",
  "symbols": ["W", "C", "C", "C", "C", "C", "C", "C", "C", "N", "C", "O", "C", "C", "C", "C", "C", "N", "C", "O", "N", "C", "C", "C", "C", "C", "C", "C", "C", "H", "H", "H", "H", "H", "H", "H", "H", "H", "H", "H", "H", "H", "H", "H", "H", "H", "H", "H", "H", "H", "N", "C", "C", "C", "C", "C", "C", "S", "O", "O", "N", "C", "N", "C", "C", "C", "N", "H", "H", "H", "H", "H", "H", "H", "H", "H", "C", "C", "N", "C", "C", "N", "H", "H", "H", "H", "H", "H"],
  "coordinates": [[0.016, -0.005, 0.462], [-0.499, -1.306, -2.763], [-1.820, -0.606, -2.605], [-2.912, -1.087, -3.322], [-4.115, -0.407, -3.336], [-4.222, 0.807, -2.673], [-3.166, 1.332, -1.937], [-3.335, 2.731, -1.405], [-1.986, 0.563, -1.850], [-0.944, 1.014, -0.950], [-0.614, 2.406, -1.110], [-0.592, 2.952, -2.159], [-0.298, 3.011, 0.211], [-0.127, 4.348, 0.495], [0.190, 4.705, 1.804], [0.359, 3.714, 2.767], [0.192, 2.399, 2.380], [-0.169, 2.069, 1.146], [0.425, 1.190, 3.216], [0.704, 1.154, 4.362], [0.267, 0.030, 2.398], [0.384, -1.254, 3.107], [-0.762, -1.779, 3.723], [-2.033, -1.011, 3.891], [-0.655, -3.021, 4.342], [0.559, -3.685, 4.411], [1.702, -3.088, 3.904], [1.641, -1.855, 3.265], [2.913, -1.184, 2.854], [-0.461, -1.775, -3.744], [-0.349, -2.110, -2.032], [0.335, -0.619, -2.701], [-2.794, -1.990, -3.910], [-4.952, -0.789, -3.908], [-5.136, 1.384, -2.759], [-4.386, 2.928, -1.193], [-3.016, 3.452, -2.160], [-2.780, 2.950, -0.493], [-0.236, 5.080, -0.294], [0.327, 5.746, 2.067], [0.634, 3.937, 3.790], [-1.995, -0.039, 3.417], [-2.199, -0.830, 4.955], [-2.899, -1.568, 3.523], [-1.529, -3.441, 4.828], [0.624, -4.643, 4.912], [2.666, -3.569, 4.025], [3.631, -1.891, 2.440], [3.378, -0.732, 3.733], [2.780, -0.398, 2.143], [4.684, 2.718, -5.628], [4.232, 2.215, -4.475], [4.894, 1.131, -3.853], [4.445, 0.628, -2.669], [3.297, 1.174, -2.054], [2.635, 2.254, -2.664], [3.088, 2.762, -3.845], [2.810, 0.494, -0.602], [1.876, 1.399, 0.165], [3.878, -0.159, 0.067], [1.538, -0.588, -0.766], [1.665, -1.939, -0.494], [2.558, -2.772, -0.935], [2.440, -4.004, -0.425], [1.470, -4.353, 0.519], [0.569, -3.391, 0.917], [0.651, -2.171, 0.353], [5.508, 2.353, -6.075], [4.232, 3.498, -6.074], [5.777, 0.714, -4.320], [4.974, -0.189, -2.193], [1.782, 2.717, -2.188], [2.587, 3.606, -4.302], [3.156, -4.739, -0.778], [1.432, -5.351, 0.930], [-0.207, -3.565, 1.653], [-3.397, 0.977, 1.351], [-3.030, -0.372, 0.841], [-1.820, -0.952, 0.571], [-2.119, -2.256, 0.125], [-3.444, -2.445, 0.155], [-3.982, -1.262, 0.609], [-2.547, 1.623, 1.493], [-3.911, 0.874, 2.306], [-4.082, 1.452, 0.653], [-1.372, -2.936, -0.255], [-4.052, -3.290, -0.122], [-4.964, -1.076, 0.744]],
  "forces_ev_per_a": [[0.14, 0.29, -0.14], [-0.11, -0.11, -0.10], [-0.16, -0.04, -0.08], [0.08, -0.01, -0.01], [-0.03, 0.04, 0.02], [-0.01, -0.02, -0.03], [-0.05, -0.03, -0.11], [-0.20, 0.06, 0.09], [0.13, -0.05, 0.00], [0.41, 0.47, -0.16], [-0.02, -0.43, 0.63], [0.11, 0.45, -0.60], [-0.07, -0.11, 0.05], [-0.01, -0.05, -0.02], [0.03, -0.02, 0.07], [0.00, 0.01, 0.00], [-0.02, -0.06, 0.02], [-0.11, 0.21, 0.13], [-0.22, -0.03, -0.57], [0.13, 0.09, 0.63], [0.30, -0.40, 0.01], [0.23, 0.16, 0.20], [0.15, -0.08, -0.10], [-0.21, -0.03, -0.02], [0.02, -0.02, 0.04], [-0.04, -0.05, 0.03], [0.02, 0.03, -0.03], [-0.06, 0.10, 0.06], [0.21, -0.36, 0.32], [-0.02, -0.06, -0.01], [-0.05, 0.07, -0.12], [0.00, 0.08, -0.09], [-0.01, 0.03, 0.01], [0.03, 0.02, 0.02], [0.03, -0.02, 0.02], [0.01, -0.01, -0.02], [-0.01, -0.02, 0.02], [-0.05, -0.02, 0.01], [-0.01, 0.02, 0.00], [-0.01, -0.01, -0.01], [0.00, 0.01, -0.02], [-0.06, 0.19, -0.13], [-0.01, -0.03, -0.03], [0.03, 0.03, 0.00], [0.02, 0.01, -0.02], [-0.01, 0.03, -0.02], [-0.04, 0.04, 0.00], [-0.01, -0.01, 0.01], [0.01, -0.04, 0.03], [-0.13, 0.48, -0.42], [-0.12, -0.08, 0.22], [0.11, 0.13, -0.32], [0.13, -0.14, 0.06], [0.21, -0.24, 0.03], [0.10, 0.07, -0.06], [-0.30, 0.22, 0.04], [-0.14, 0.09, 0.08], [-0.29, 0.07, -0.08], [0.21, -0.07, -0.20], [0.03, 0.04, 0.09], [0.34, -0.27, -0.05], [-0.26, 0.08, 0.33], [-0.01, 0.01, 0.02], [-0.01, -0.14, 0.03], [0.00, -0.05, -0.03], [0.16, -0.05, -0.16], [0.10, -0.07, 0.37], [0.03, -0.04, 0.01], [-0.02, 0.02, 0.01], [-0.02, -0.02, 0.05], [-0.02, 0.05, -0.05], [0.05, -0.05, -0.05], [-0.01, -0.02, 0.04], [-0.01, 0.04, 0.02], [0.01, 0.01, 0.00], [0.02, 0.02, 0.02], [0.06, -0.23, 0.05], [0.15, -0.09, 0.05], [-0.80, -0.21, -0.08], [0.32, -0.20, -0.19], [-0.18, -0.07, -0.05], [0.06, -0.02, 0.00], [0.24, 0.13, 0.03], [0.00, -0.02, 0.07], [-0.04, 0.00, -0.04], [-0.40, 0.28, 0.16], [0.05, 0.03, 0.02], [-0.13, -0.01, 0.02]],
  "e_tot_ev": -73192.20139,
  "e_above_lowest_ev": 0.635,
  "homo_energy_ha": -0.5706,
  "homo_lumo_gap_ev": 4.61,
  "lumo_ha": -0.401,
  "charge": 3
}